Entry 1:
DFT (ωB97M-V/def2-TZVPD) results for a cluster of 2 separate species, C10H10N2 in total at a distorted geometry.

Each line ends with the Mulliken charge.
Positions of all 22 atoms, in Å:
1 C -0.2317 2.7704 -2.4723  -0.2748
2 C 0.0938 1.4880 -1.9491  -0.1454
3 C -0.5115 0.4076 -2.5208  -0.0752
4 N -1.2446 0.4557 -3.6504  -0.5158
5 C -1.4415 1.6575 -4.2506  -0.2675
6 C -1.1074 2.8824 -3.5591  -0.2854
7 H 0.1992 3.6389 -1.9568  0.3414
8 H 0.6299 1.3153 -1.0065  0.2034
9 H -0.2728 -0.6141 -2.1973  0.3584
10 H -2.1432 1.7267 -5.0922  0.3327
11 H -1.4258 3.8918 -3.8513  0.3249
12 C 0.8889 -2.3219 1.9098  -0.2652
13 C 0.7043 -3.0970 3.0330  -0.2944
14 C 0.4843 -2.4532 4.2536  -0.2218
15 N 0.2590 -1.1316 4.3225  -0.5265
16 C 0.4959 -0.3323 3.2328  -0.2893
17 C 0.8546 -0.9079 2.0438  -0.0093
18 H 1.2032 -2.7712 0.9585  0.3444
19 H 0.6454 -4.1860 2.9062  0.3321
20 H 0.5245 -2.9907 5.2102  0.3429
21 H 0.3914 0.7482 3.3977  0.3474
22 H 1.0041 -0.1767 1.2384  0.2435

## Properties
HOMO level ... -9.613 eV
DFT total energy ... -13511.0501 eV
Charge ... 0
ΔE to the lowest compared entry with this formula, charge and spin ... 47.16 kcal/mol
Frontier orbital gap ... 0.3808 Ha

---

Entry 2:
DFT (ωB97M-V/def2-TZVPD) results for the ion C10H10N2 with charge +2 at a distorted geometry.

Each line ends with the Mulliken charge.
Positions of all 22 atoms, in Å:
1 C 4.3140 0.9770 -0.6175  0.2173
2 C 0.0719 1.7242 0.2545  -0.7310
3 C -1.2687 1.6700 0.0624  -0.4860
4 C -1.3289 -0.7255 -0.0127  -0.6214
5 C 0.8324 0.5185 0.1212  0.4772
6 C 0.0581 -0.7755 0.0465  0.4272
7 C -2.0018 0.5094 -0.1124  0.7316
8 C 2.1407 0.3392 0.1816  0.3750
9 C 0.8817 -2.0557 0.0380  -0.5875
10 C -3.4868 0.5026 -0.0796  -1.4956
11 N 3.2923 0.7752 -0.0429  -0.0819
12 N 2.0370 -2.0321 0.8901  -0.3490
13 H 5.2692 1.3004 -1.1004  0.4798
14 H 0.5680 2.6575 0.5890  0.4095
15 H -1.7682 2.6536 0.2485  0.3557
16 H -1.9943 -1.5648 -0.0476  0.4600
17 H 0.0758 -2.7956 0.2988  0.4410
18 H 1.1011 -2.3000 -0.9277  0.4367
19 H -3.9432 0.0677 0.8517  0.3528
20 H -3.9771 1.3849 -0.2447  0.4580
21 H -3.8214 -0.2410 -0.9132  0.3716
22 H 2.9481 -2.5899 0.5164  0.3591

## Properties
HOMO level (spin up / spin down) ... -16.203 / -17.796 eV
DFT total energy ... -13485.5888 eV
Charge ... +2
Frontier orbital gap (spin up / spin down) ... 0.1619 / 0.2274 Ha
Expectation value of S² ... 2.108
2S+1 ... 3

---

Entry 3:
DFT (ωB97M-V/def2-TZVPD) results for an isolated molecule of C10H10N2O2 at a distorted geometry.

Each line ends with the Mulliken charge.
Positions of all 24 atoms, in Å:
1 C 0.1186 2.6339 -0.9842  -0.6818
2 C 1.1195 2.0460 -0.4309  -0.1851
3 C 0.9438 1.2726 0.9585  -0.1004
4 O 2.3100 0.8252 1.2679  -0.4374
5 N 2.6709 -0.3547 0.4248  0.6882
6 O 3.8632 -0.4112 0.2980  -0.7865
7 C 1.7197 -1.1937 0.0924  0.4068
8 N 2.1946 -2.1505 -0.8102  -0.5807
9 C 0.3500 -1.0031 0.3753  1.3497
10 C -0.5628 -2.0124 0.0264  -1.1797
11 C -1.8734 -1.7523 0.2607  -0.3692
12 C -2.2998 -0.5954 0.8599  -1.0214
13 C -1.3749 0.4097 1.1064  -0.4448
14 C -0.0243 0.2417 0.9039  0.0167
15 H -0.9362 2.5290 -0.7106  0.2818
16 H 0.4592 3.1715 -1.9039  0.2608
17 H 2.1997 2.2893 -0.6302  0.2968
18 H 0.7527 1.9052 1.8718  0.3922
19 H 1.5516 -3.0212 -0.9393  0.2019
20 H 3.1671 -2.4703 -0.7584  0.2620
21 H -0.2484 -3.0390 -0.2024  0.2199
22 H -2.5947 -2.4801 -0.0798  0.3848
23 H -3.3053 -0.2717 0.9212  0.3769
24 H -1.6846 1.2608 1.5532  0.6487

## Properties
HOMO level (spin up / spin down) ... -7.593 / -7.591 eV
DFT total energy ... -17602.2733 eV
Charge ... 0
ΔE to the lowest compared entry with this formula, charge and spin ... 144.55 kcal/mol
Frontier orbital gap (spin up / spin down) ... 0.2905 / 0.2905 Ha

---

Entry 4:
DFT (ωB97M-V/def2-TZVPD) results for an isolated molecule of C10H10N2O3 at a distorted geometry.

Each line ends with the Mulliken charge.
Positions of all 25 atoms, in Å:
1 N -2.8933 1.3529 0.1963  -0.6898
2 C -1.5465 1.0680 0.5421  0.0051
3 C -0.5762 2.1617 0.2361  -1.0432
4 C 0.7245 1.9614 0.0498  -0.4551
5 C 1.3267 0.6569 -0.0101  0.7984
6 C 2.6644 0.3513 0.0123  -0.6686
7 C 3.1865 -0.9231 0.0570  -0.5880
8 C 2.2644 -1.9878 0.1592  -0.8205
9 C 0.9386 -1.7896 -0.1470  -0.2419
10 C 0.5344 -0.4571 -0.1362  0.6320
11 C -1.0653 -0.1821 -0.3431  0.3144
12 O -1.4201 0.0554 -1.6478  -0.4901
13 N -1.7608 -1.2527 0.3773  0.8744
14 O -1.5035 -1.5125 1.5250  -0.5664
15 O -2.7574 -1.7141 -0.2002  -0.6313
16 H -3.0488 1.8044 -0.6467  0.2610
17 H -3.3664 0.3667 0.1904  0.3106
18 H -1.5238 0.6609 1.5575  0.5081
19 H -1.0624 3.1055 0.2198  0.4585
20 H 1.5639 2.6921 -0.0173  0.2672
21 H 3.4104 1.2192 0.0551  0.2121
22 H 4.2314 -1.1395 0.2064  0.3946
23 H 2.7936 -2.9788 0.1225  0.2623
24 H 0.2838 -2.6558 -0.3037  0.3881
25 H -1.3981 -0.8633 -2.0548  0.5080

## Properties
HOMO level ... -8.888 eV
DFT total energy ... -19650.4343 eV
Charge ... 0
ΔE to the lowest compared entry with this formula, charge and spin ... 100.51 kcal/mol
Frontier orbital gap ... 0.3207 Ha

---

Entry 5:
DFT (ωB97M-V/def2-TZVPD) results for the ion C10H10N3O2 with charge -1 at a distorted geometry.

Each line ends with the Mulliken charge.
Positions of all 25 atoms, in Å:
1 C 2.3146 2.4732 -1.1649  -0.4250
2 C 1.4150 2.1597 -2.1583  -0.4648
3 C 2.0748 1.9895 0.1284  -0.6158
4 C 0.2906 1.4384 -1.8556  -0.5887
5 C 0.8901 1.2749 0.4270  0.0169
6 C -0.0101 0.9151 -0.5711  0.1673
7 C -0.6960 -2.0445 0.7033  0.3739
8 C -1.2856 -0.0138 -0.4999  0.8099
9 C -1.2461 -0.7421 0.8901  0.0297
10 C -0.4779 -3.1581 1.6665  -1.1276
11 N -0.5880 -2.2634 -0.6172  -0.9394
12 N -0.6760 -1.1721 -1.4008  0.0181
13 N -1.4933 -0.0492 1.9756  0.1838
14 O -1.3614 -0.3552 3.2080  -0.6265
15 O -2.4415 0.5060 -0.8555  -0.8945
16 H 3.2020 2.9617 -1.3196  0.4532
17 H 1.3860 2.8046 -3.1298  0.1740
18 H 2.8386 2.0686 0.8806  0.3551
19 H -0.4176 1.2950 -2.6565  0.2593
20 H 0.7261 0.9735 1.4710  0.3175
21 H -0.8405 -4.1906 1.1654  0.2795
22 H -1.1061 -3.0368 2.4977  0.3716
23 H 0.5483 -3.3350 1.8506  0.2632
24 H -1.1212 -1.3659 -2.2854  0.2695
25 H -1.9248 0.8667 1.6503  0.3399

## Properties
HOMO level (spin up / spin down) ... -2.030 / -4.151 eV
DFT total energy ... -19092.7489 eV
Charge ... -1
ΔE to the lowest compared entry with this formula, charge and spin ... 36.23 kcal/mol
Frontier orbital gap (spin up / spin down) ... 0.2060 / 0.2361 Ha
Expectation value of S² ... 2.009
2S+1 ... 3

---

Entry 6:
DFT (ωB97M-V/def2-TZVPD) results for a structure of composition C10H10N6SSn.

Each line ends with the Mulliken charge.
Positions of all 28 atoms, in Å:
1 Sn 0.0729 -0.5902 -0.4761  0.7457
2 N 2.7558 1.5322 2.1527  -0.1203
3 C 3.3483 0.3248 2.4469  -0.3655
4 C 2.6999 -0.6097 1.7031  -0.4911
5 N 1.7154 0.0167 0.9753  -0.1056
6 C 1.7735 1.3069 1.2703  0.3578
7 C 0.8212 2.1899 0.6235  0.4014
8 N -0.0432 1.6513 -0.2261  -0.1254
9 C -0.8382 2.6719 -0.6980  -0.5048
10 C -0.4409 3.8324 -0.1153  -0.3729
11 N 0.6144 3.5095 0.7093  -0.1208
12 H 3.0257 2.4180 2.5525  0.2118
13 H 4.1663 0.2437 3.1408  0.4119
14 H 2.8726 -1.6703 1.6503  0.4387
15 H -1.6319 2.5074 -1.4053  0.4361
16 H -0.8025 4.8408 -0.2128  0.4135
17 H 1.1224 4.1690 1.2791  0.2108
18 S 1.5889 -0.0399 -2.4477  -0.3699
19 C 1.6453 -1.5788 -3.2753  0.3889
20 N 0.8670 -1.7264 -4.3790  -0.0290
21 C 0.9031 -2.8299 -5.1496  -0.0039
22 C 1.7522 -3.8434 -4.8000  -0.5795
23 C 2.5317 -3.6432 -3.6626  0.0682
24 N 2.4767 -2.5382 -2.9190  -0.4594
25 H 0.2808 -0.9411 -4.6406  0.2763
26 H 0.2519 -2.8469 -6.0124  0.4372
27 H 1.8159 -4.7474 -5.3860  0.4069
28 H 3.2305 -4.4024 -3.3315  0.4430

## Properties
HOMO level ... -15.218 eV
DFT total energy ... -36126.7465 eV
Charge ... +2
Frontier orbital gap ... 0.3097 Ha

---

Entry 7:
DFT (ωB97M-V/def2-TZVPD) results for the ion C10H10NOS with charge -1 at a distorted geometry.

Each line ends with the Mulliken charge.
Positions of all 23 atoms, in Å:
1 C 3.2844 0.4016 -0.0941  -0.2281
2 C 2.6949 -0.6938 -0.7292  -0.7143
3 C 2.5963 1.4585 0.5546  -0.7872
4 C 1.2567 -0.8069 -0.6970  -0.5363
5 C 1.1842 1.3696 0.5751  -0.3811
6 C 0.4946 0.2134 0.0293  0.4604
7 C -0.9221 0.1484 -0.0007  0.0561
8 C -1.6507 -0.9956 -0.1178  0.4862
9 C -2.9571 1.2377 0.1845  -0.5959
10 C -1.3159 -2.3909 0.0802  -1.6954
11 N -1.5203 1.3610 0.0161  0.3280
12 O -1.1098 2.4661 -0.6565  -0.5692
13 S -3.4183 -0.6203 0.0446  -0.2694
14 H 4.3288 0.4424 -0.2287  0.3512
15 H 3.3570 -1.5308 -1.0468  0.2586
16 H 3.1421 2.1713 1.1623  0.3021
17 H 0.5239 -1.4891 -1.2610  0.2550
18 H 0.5687 2.1142 1.0193  0.4125
19 H -3.1794 1.4417 1.2092  0.3252
20 H -3.4994 1.9672 -0.4946  0.3492
21 H -1.9129 -2.8380 0.9021  0.4572
22 H -0.2777 -2.5816 0.3987  0.4128
23 H -1.6681 -2.8460 -0.8497  0.3224

## Properties
HOMO level (spin up / spin down) ... -0.289 / -3.433 eV
DFT total energy ... -24900.7964 eV
Charge ... -1
Frontier orbital gap (spin up / spin down) ... 0.1252 / 0.2379 Ha
Expectation value of S² ... 2.042
2S+1 ... 3

---

Entry 8:
DFT (ωB97M-V/def2-TZVPD) results for an isolated molecule of C10H10O2 at a distorted geometry.

Each line ends with the Mulliken charge.
Positions of all 22 atoms, in Å:
1 C -3.3248 0.7233 0.9564  -0.9874
2 C -3.0220 -0.1663 -0.2449  0.4924
3 O -3.8840 -0.9058 -0.6822  -0.5991
4 C -1.6938 0.0330 -0.8002  -0.2743
5 C -0.6891 0.7203 -0.3688  -0.5526
6 C 0.6670 0.1590 -0.2591  0.5454
7 C 0.7146 -1.2750 -0.1751  -0.6274
8 C 1.9292 -1.9106 0.0555  -0.4326
9 C 3.1434 -1.1135 0.1770  -0.6942
10 C 2.9897 0.2636 0.0811  -0.5458
11 C 1.8013 0.9270 -0.1311  0.7201
12 O 1.7581 2.2472 -0.5161  -0.5175
13 H -3.8186 -0.0047 1.6765  0.3004
14 H -4.1084 1.4725 0.7471  0.2387
15 H -2.4802 1.1582 1.4145  0.3838
16 H -1.3870 -0.8182 -1.4814  0.4975
17 H -0.8966 1.7522 -0.1330  0.4798
18 H -0.2584 -1.7462 -0.2193  0.3970
19 H 1.8723 -3.0827 0.0319  0.2301
20 H 4.0582 -1.7189 0.2467  0.3549
21 H 3.9241 0.7325 -0.1335  0.2603
22 H 2.7049 2.5530 -0.2419  0.3305

## Properties
HOMO level ... -8.673 eV
DFT total energy ... -14624.6966 eV
Charge ... 0
ΔE to the lowest compared entry with this formula, charge and spin ... 74.94 kcal/mol
Frontier orbital gap ... 0.3027 Ha

---

Entry 9:
DFT (ωB97M-V/def2-TZVPD) results for an isolated molecule of C10H10OSe at a distorted geometry.

Each line ends with the Mulliken charge.
Positions of all 22 atoms, in Å:
1 O -1.1464 -0.4521 -1.3341  -0.4573
2 C -2.2092 -1.0364 -1.1704  -0.0785
3 C -2.7883 -0.9688 0.1580  -0.1186
4 C -1.8352 -1.2762 1.3283  -0.7398
5 C -2.3568 0.1402 1.0692  -0.1316
6 Se -1.1558 1.4775 0.2875  0.0178
7 C 0.6862 0.9686 -0.0915  0.1463
8 C 1.4993 0.5090 0.9727  -0.3709
9 C 2.7930 0.1035 0.7427  -0.6364
10 C 3.3000 0.4258 -0.5422  -0.1341
11 C 2.5451 0.8975 -1.5745  -0.5292
12 C 1.1626 1.1995 -1.3488  -0.2438
13 H -2.8855 -1.3865 -1.9900  0.3461
14 H -3.8622 -1.3013 0.4094  0.2981
15 H -2.1311 -1.7477 2.3122  0.2480
16 H -0.8790 -1.4546 1.0165  0.3206
17 H -3.2020 0.5660 1.6189  0.3658
18 H 1.0008 0.2968 1.8697  0.4812
19 H 3.5468 0.0795 1.5484  0.2895
20 H 4.4011 0.1711 -0.7463  0.2526
21 H 3.0614 1.0419 -2.5815  0.2643
22 H 0.4552 1.7470 -1.9541  0.4098

## Properties
HOMO level ... -7.707 eV
DFT total energy ... -77922.4120 eV
Charge ... 0
ΔE to the lowest compared entry with this formula, charge and spin ... 0.00 kcal/mol
Frontier orbital gap ... 0.3080 Ha

---

Entry 10:
DFT (ωB97M-V/def2-TZVPD) results for an isolated molecule of C10H11Br2NO2 at a distorted geometry.

Each line ends with the Mulliken charge.
Positions of all 26 atoms, in Å:
1 C 1.2046 -0.1049 -2.3241  -1.1686
2 C 0.8474 -1.2518 -1.3720  -0.1984
3 C 1.6626 -1.1504 -0.0586  -0.2183
4 Br 3.5345 -1.1149 -0.3569  -0.0565
5 N 1.2446 -1.3055 1.1824  0.6790
6 O 1.8997 -1.1985 2.2140  -0.6806
7 O -0.0809 -1.3955 1.3037  -0.3353
8 C -0.6604 -0.1291 1.6661  0.9802
9 C -2.0883 -0.3852 1.6354  -1.1883
10 C -2.9054 0.0745 0.6683  -0.4149
11 C -2.3395 1.0197 -0.2697  -0.5651
12 C -1.0689 1.3715 -0.2889  -0.4362
13 C -0.1634 0.8826 0.6965  0.7169
14 C 1.1482 1.2981 0.7546  -1.1186
15 Br 1.8070 2.8989 -0.1070  -0.1142
16 H 1.3449 0.8344 -1.7152  0.1251
17 H 1.9890 -0.3859 -2.9030  0.5677
18 H 0.4021 -0.0256 -3.0217  0.3549
19 H -0.2116 -1.1561 -1.1904  0.2363
20 H 1.1772 -2.3437 -1.7928  0.3740
21 H -0.2287 0.1842 2.7416  0.2716
22 H -2.6035 -0.8811 2.4324  0.3991
23 H -3.9428 -0.2071 0.6988  0.4626
24 H -3.0688 1.3961 -1.0701  0.2548
25 H -0.6604 2.0399 -1.0238  0.3657
26 H 1.7606 1.0354 1.5003  0.7071

## Properties
HOMO level ... -8.386 eV
DFT total energy ... -156212.0983 eV
Charge ... 0
ΔE to the lowest compared entry with this formula, charge and spin ... 129.06 kcal/mol
Frontier orbital gap ... 0.2838 Ha

---

- Among the records above, which one has the highest DFT total energy?
  number 2

---

Please write out number 2 again, unchanged.
DFT (ωB97M-V/def2-TZVPD) results for the ion C10H10N2 with charge +2 at a distorted geometry.

Each line ends with the Mulliken charge.
Positions of all 22 atoms, in Å:
1 C 4.3140 0.9770 -0.6175  0.2173
2 C 0.0719 1.7242 0.2545  -0.7310
3 C -1.2687 1.6700 0.0624  -0.4860
4 C -1.3289 -0.7255 -0.0127  -0.6214
5 C 0.8324 0.5185 0.1212  0.4772
6 C 0.0581 -0.7755 0.0465  0.4272
7 C -2.0018 0.5094 -0.1124  0.7316
8 C 2.1407 0.3392 0.1816  0.3750
9 C 0.8817 -2.0557 0.0380  -0.5875
10 C -3.4868 0.5026 -0.0796  -1.4956
11 N 3.2923 0.7752 -0.0429  -0.0819
12 N 2.0370 -2.0321 0.8901  -0.3490
13 H 5.2692 1.3004 -1.1004  0.4798
14 H 0.5680 2.6575 0.5890  0.4095
15 H -1.7682 2.6536 0.2485  0.3557
16 H -1.9943 -1.5648 -0.0476  0.4600
17 H 0.0758 -2.7956 0.2988  0.4410
18 H 1.1011 -2.3000 -0.9277  0.4367
19 H -3.9432 0.0677 0.8517  0.3528
20 H -3.9771 1.3849 -0.2447  0.4580
21 H -3.8214 -0.2410 -0.9132  0.3716
22 H 2.9481 -2.5899 0.5164  0.3591

## Properties
HOMO level (spin up / spin down) ... -16.203 / -17.796 eV
DFT total energy ... -13485.5888 eV
Charge ... +2
Frontier orbital gap (spin up / spin down) ... 0.1619 / 0.2274 Ha
Expectation value of S² ... 2.108
2S+1 ... 3

---

- Among the records above, which one has the lowest DFT total energy?
  C10H11Br2NO2